18
Properties=species:S:1:pos:R:3:mulliken_charge:R:1 method="wB97M-V/def2-TZVPD" e_homo_ev=-8.2 total_charge=0 gap_ev=8.7 largest_force_ha_per_bohr=0.0927
C 1.331 2.057 -1.131 -0.25
C 2.471 1.332 -1.135 -0.50
C 0.105 1.615 -0.613 -0.60
C 2.462 0.068 -0.567 -0.32
C 0.286 0.321 -0.123 0.64
C -1.674 -2.188 0.462 -0.50
C -1.747 -1.269 1.717 -0.47
C -1.718 -0.729 0.375 -0.09
N 1.342 -0.414 -0.068 -0.34
I -3.223 0.492 -0.350 0.07
H 1.239 3.123 -1.527 0.26
H 3.302 1.874 -1.356 0.44
H -0.797 2.136 -0.545 0.37
H 3.374 -0.472 -0.550 0.39
H -0.661 -2.685 0.404 0.22
H -2.625 -2.771 0.295 0.27
H -2.715 -1.374 2.397 0.23
H -0.749 -1.116 2.315 0.19